88
Properties=species:S:1:pos:R:3:forces:R:3:lowdin_spin:R:1 method="wB97M-V/def2-TZVPD" mol_weight_g_mol=853.5 largest_force_ha_per_bohr=0.0188 charge=+1 lumo_energy_ev="-2.527 / -3.261" gap_ev="7.82 / 6.75" homo_energy_ev="-10.35 / -10.01" multiplicity=2
Tc 0.14049 0.43418 -0.44153 0.66 0.33 -0.13 0.872
C 2.55017 2.61181 3.88589 0.00 0.01 0.01 0.002
C 1.71970 2.65476 2.65159 0.00 0.09 -0.12 0.010
C 0.89024 3.66869 2.18043 0.11 -0.10 -0.08 0.003
C 0.38377 3.19418 0.96805 -0.01 0.13 -0.18 0.009
N 0.85698 1.97146 0.75096 -0.29 -0.90 0.23 -0.005
N 1.68383 1.64781 1.76188 0.02 0.19 0.18 -0.001
B 2.43822 0.30524 1.65531 -0.05 -0.08 -0.11 -0.001
N 1.44881 -0.87477 1.83946 -0.02 -0.07 0.22 -0.002
N 0.61278 -1.13907 0.81436 -0.12 0.57 0.09 -0.004
C 0.14142 -2.37544 0.96197 0.01 0.01 -0.08 0.009
C 0.60642 -2.89066 2.17650 0.19 0.06 -0.05 0.002
C 1.45441 -1.91850 2.69003 -0.09 -0.14 -0.08 0.009
C 2.28345 -1.95162 3.92516 0.00 0.00 0.02 0.002
C -0.55092 -3.03165 -0.15518 0.01 -0.14 0.12 0.001
C -0.33278 -2.57605 -1.45580 0.01 0.05 -0.01 0.002
C -0.87527 -3.23757 -2.54348 -0.01 0.05 -0.02 0.000
C -1.63234 -4.38351 -2.34346 -0.05 -0.06 0.07 0.001
C -1.84695 -4.85204 -1.05478 0.14 -0.05 -0.09 0.000
C -1.31365 -4.18000 0.03395 0.18 -0.03 -0.04 0.001
N 3.00003 0.21229 0.19876 0.07 0.01 -0.03 -0.003
N 2.15663 0.23260 -0.86782 -0.31 0.09 -0.19 -0.006
C 2.89152 0.21338 -1.98700 0.07 0.01 0.08 0.019
C 4.24328 0.17868 -1.62834 -0.08 -0.04 0.01 0.006
C 4.26997 0.18135 -0.24469 -0.08 -0.01 0.06 0.022
C 5.44239 0.15678 0.67151 0.07 0.00 -0.03 0.004
C 2.29528 0.24264 -3.33623 -0.02 0.01 -0.01 0.000
C 3.12967 0.25980 -4.45372 0.01 0.00 0.06 0.003
C 2.60641 0.30145 -5.73528 0.00 0.01 -0.01 0.000
C 1.23428 0.32779 -5.93385 -0.03 0.01 0.03 0.003
C 0.38719 0.30913 -4.83496 0.10 0.00 -0.03 0.000
C 0.91675 0.26521 -3.55538 -0.17 -0.06 0.08 0.001
C -0.46726 3.78800 -0.06805 0.02 0.04 0.07 0.001
C -1.29421 4.87634 0.19384 0.05 -0.04 -0.04 0.001
C -2.09200 5.40183 -0.81025 0.00 0.00 -0.01 0.000
C -2.08474 4.84118 -2.08097 0.00 -0.01 0.00 0.001
C -1.26029 3.75842 -2.35514 0.02 0.00 -0.01 0.001
C -0.44612 3.24505 -1.35714 -0.11 -0.02 0.07 0.001
H 2.43785 3.54281 4.43591 0.01 0.00 0.01 0.000
H 3.60451 2.47439 3.64955 0.02 0.00 -0.01 0.000
H 2.24373 1.79051 4.53350 -0.01 -0.02 0.02 0.000
H 0.73703 4.63463 2.62606 -0.01 0.04 0.05 0.000
H 3.32221 0.24204 2.45045 0.00 0.02 0.04 0.000
H 0.42344 -3.86769 2.58551 0.01 -0.05 0.03 0.000
H 2.10473 -2.88158 4.45949 0.01 0.00 0.01 0.000
H 2.03432 -1.12134 4.58541 0.00 0.02 0.03 0.000
H 3.34586 -1.88569 3.69354 0.02 0.00 -0.01 0.000
H 0.34787 -1.74210 -1.62847 0.05 -0.03 -0.03 0.001
H -0.67547 -2.88148 -3.54573 0.00 0.02 -0.01 0.000
H -2.04048 -4.91775 -3.19020 -0.01 -0.02 -0.02 0.000
H -2.43004 -5.74930 -0.89701 -0.02 -0.03 0.00 0.000
H -1.48787 -4.54936 1.03670 0.03 0.00 0.01 0.000
H 5.09929 0.15027 -2.27637 0.05 0.00 -0.03 0.000
H 6.35912 0.13061 0.08704 0.01 0.00 0.01 0.000
H 5.42072 -0.71932 1.31843 0.00 -0.02 0.01 0.001
H 5.46504 1.04111 1.30699 0.00 0.02 0.02 0.001
H 4.20228 0.24245 -4.32117 0.02 0.00 -0.01 0.000
H 3.27568 0.31564 -6.58436 0.01 0.00 -0.01 0.000
H 0.82783 0.36120 -6.93499 0.00 0.00 -0.02 0.000
H -0.68576 0.32524 -4.97482 -0.02 0.00 0.01 0.000
H 0.21713 0.24337 -2.71107 0.17 0.03 -0.34 -0.001
H -1.32172 5.30294 1.18757 0.00 0.00 0.03 0.000
H -2.73519 6.24510 -0.59922 -0.01 0.01 0.00 0.000
H -2.71980 5.24879 -2.85482 -0.01 0.01 -0.01 0.000
H -1.22299 3.33896 -3.35153 -0.01 -0.03 -0.02 0.000
H 0.28129 2.46761 -1.60848 0.08 0.02 -0.12 0.001
Br -1.42956 1.12934 3.01514 -0.07 -0.05 0.02 0.000
C -2.30200 -0.55300 2.82757 0.03 0.04 0.02 -0.001
C -2.47780 -1.22864 4.00231 0.00 0.00 -0.06 0.001
C -3.12223 -2.47705 4.03288 0.01 -0.02 -0.02 -0.001
C -3.59581 -3.01555 2.87669 0.03 0.02 0.01 0.001
C -3.43817 -2.34040 1.64384 -0.07 -0.01 -0.01 0.000
C -3.95834 -2.93851 0.46896 -0.09 0.18 0.01 0.007
C -3.82585 -2.34694 -0.74791 -0.17 0.14 0.07 -0.001
C -3.15944 -1.11358 -0.83271 -0.02 -0.04 -0.05 0.009
C -2.64487 -0.51994 0.28167 -0.06 0.13 0.21 0.004
C -2.76531 -1.08477 1.58649 0.04 0.01 -0.04 0.002
H -2.12030 -0.78564 4.92059 0.01 0.00 0.02 0.000
H -3.24480 -2.99003 4.97612 -0.01 -0.01 0.02 0.000
H -4.10486 -3.97003 2.87677 -0.03 -0.02 0.01 0.000
H -4.46103 -3.89165 0.56460 -0.02 -0.03 0.01 0.000
H -4.22118 -2.80827 -1.64034 -0.01 0.00 -0.03 0.000
H -3.03922 -0.62107 -1.78968 0.01 0.00 -0.01 0.000
N -1.96651 0.77188 0.04857 -0.42 -0.11 0.32 0.013
C -2.77062 1.70571 0.05711 -0.04 -0.12 -0.57 0.000
N -3.59905 2.57222 0.14520 0.29 0.08 0.63 -0.002
C -4.47862 3.17016 -0.64110 -0.04 -0.21 -0.19 0.000
N -5.29254 3.68447 -1.26733 -0.10 0.16 -0.08 0.000

83
Properties=species:S:1:pos:R:3:forces:R:3:lowdin_spin:R:1 method="wB97M-V/def2-TZVPD" mol_weight_g_mol=880.4 largest_force_ha_per_bohr=0.0162 charge=+1 lumo_energy_ev="-3.566 / -4.741" de_lowest_kcal_mol=0.5 gap_ev="6.35 / 6.45" homo_energy_ev="-9.92 / -11.19" multiplicity=5
Pt -0.74035 0.71457 -1.23780 -0.35 0.32 -0.12 1.416
C 0.50117 5.26727 -1.38483 0.10 -0.07 -0.06 0.004
O 1.33708 4.41091 -2.23202 -0.25 0.13 0.18 0.008
C 0.81121 3.20031 -2.10545 0.49 -0.40 -0.43 0.016
N -0.26685 3.03316 -1.45354 -0.05 0.02 0.12 0.079
C -0.71124 4.37710 -1.02591 -0.04 -0.06 -0.07 0.004
C -1.10252 4.50225 0.42130 -0.08 0.08 0.01 0.003
C -1.77272 5.66038 0.81180 -0.06 -0.08 0.04 0.001
C -2.10538 5.86011 2.14067 0.03 -0.05 0.04 0.001
C -1.77278 4.90128 3.09124 -0.02 0.04 -0.05 0.000
C -1.10485 3.75134 2.70450 0.04 -0.03 -0.05 0.003
C -0.76551 3.55011 1.37068 0.16 0.06 0.05 0.031
C 1.49205 2.09031 -2.82593 -0.20 0.19 0.16 0.022
C 2.61436 2.21911 -3.62535 0.04 -0.08 -0.01 0.001
C 3.07229 1.08717 -4.28956 -0.07 -0.03 0.04 0.012
C 2.40025 -0.12486 -4.15640 0.07 0.11 -0.10 0.001
C 1.29003 -0.15752 -3.33587 -0.25 -0.35 0.12 0.022
N 0.87456 0.92430 -2.68388 0.10 0.03 0.13 0.117
C 0.43120 -1.34399 -3.06639 0.55 0.60 -0.16 0.030
N -0.61192 -1.24300 -2.34317 -0.15 -0.41 -0.07 0.088
C -1.13436 -2.61446 -2.16166 0.23 0.09 -0.01 0.005
C -0.32758 -3.41637 -3.20548 0.17 0.04 0.01 0.003
O 0.78001 -2.51620 -3.56643 -0.26 -0.14 0.13 0.017
C -2.62159 -2.73536 -2.30830 -0.09 -0.14 0.01 0.001
C -3.46449 -1.63751 -2.26089 -0.08 0.23 0.01 0.006
C -4.84139 -1.80680 -2.34559 0.02 -0.03 -0.02 0.001
C -5.38314 -3.07493 -2.48394 0.05 -0.01 -0.01 0.000
C -4.54154 -4.17908 -2.53791 -0.01 0.07 0.01 0.001
C -3.17030 -4.00857 -2.44774 -0.04 0.00 0.05 0.000
H 0.25076 6.15725 -1.95364 0.00 -0.01 -0.01 0.001
H 1.09132 5.53098 -0.50903 -0.02 -0.01 0.02 0.000
H -1.57322 4.61989 -1.65449 0.02 0.08 0.05 0.000
H -2.04817 6.40570 0.07427 0.00 0.00 -0.03 0.000
H -2.62705 6.76014 2.43482 -0.01 0.02 0.01 0.000
H -2.03492 5.05559 4.12881 0.00 0.00 0.02 0.000
H -0.83579 3.00269 3.43828 -0.01 -0.02 0.02 0.000
H -0.22786 2.65212 1.08304 -0.08 0.10 0.04 0.031
H 3.10888 3.17401 -3.71963 0.00 0.03 -0.01 0.000
H 3.94636 1.15066 -4.92209 0.02 0.00 -0.01 0.001
H 2.71856 -1.01301 -4.68324 0.00 -0.02 0.02 0.001
H -0.84863 -2.91485 -1.14919 0.00 -0.04 -0.05 0.000
H -0.89042 -3.61520 -4.11623 -0.02 0.01 0.01 0.000
H 0.11279 -4.32945 -2.81568 -0.02 0.02 0.00 0.000
H -3.05733 -0.63315 -2.16364 -0.05 -0.17 -0.01 0.010
H -5.48924 -0.94192 -2.30656 -0.02 0.02 0.00 0.000
H -6.45395 -3.20544 -2.55371 -0.02 0.00 0.00 0.000
H -4.95232 -5.17335 -2.64532 -0.02 -0.02 -0.01 0.000
H -2.52638 -4.88050 -2.47167 0.03 0.00 0.00 0.000
C -0.53123 0.38464 0.70858 0.27 -0.16 -0.07 1.677
Ge 0.69836 -0.68727 1.75102 -0.22 0.03 -0.10 0.218
C 0.41401 -2.54055 1.21779 -0.05 -0.20 -0.12 0.034
C 1.42141 -3.34046 0.67820 -0.04 -0.02 0.01 0.007
C 1.15597 -4.64495 0.27214 -0.04 0.06 0.00 0.002
C -0.12567 -5.16219 0.39555 0.00 -0.01 0.02 0.004
C -1.13741 -4.38212 0.94327 0.03 0.00 0.02 0.001
C -0.86619 -3.08452 1.35247 0.02 0.00 0.00 0.011
C 0.30524 -0.44748 3.61817 -0.13 -0.01 0.33 0.015
C -0.95221 0.02713 3.99459 0.08 0.07 0.03 0.012
C -1.30451 0.11467 5.33465 0.03 0.01 -0.02 0.001
C -0.40233 -0.27214 6.31456 -0.01 0.00 0.01 0.000
C 0.84917 -0.75161 5.95505 0.01 0.02 -0.02 0.001
C 1.19834 -0.84316 4.61519 -0.03 -0.01 -0.02 0.002
C 2.46278 -0.10676 1.20229 0.31 0.06 -0.16 0.033
C 3.33723 0.57629 2.04445 -0.04 0.06 -0.03 0.008
C 4.57517 1.01063 1.58431 -0.01 0.00 -0.01 0.001
C 4.95574 0.77094 0.27309 -0.01 0.00 0.00 0.005
C 4.09383 0.09719 -0.58348 -0.03 0.01 0.02 0.000
C 2.86001 -0.33286 -0.11963 -0.02 -0.02 0.03 0.010
H 2.43046 -2.95765 0.58782 0.03 0.03 -0.01 0.001
H 1.95247 -5.26068 -0.12545 0.02 0.00 -0.02 0.000
H -0.33195 -6.17874 0.08695 -0.01 -0.02 -0.01 0.000
H -2.13474 -4.78582 1.05227 -0.04 -0.02 0.01 0.000
H -1.66737 -2.48891 1.77598 -0.01 0.03 0.01 0.004
H -1.65770 0.34421 3.23463 -0.01 -0.02 -0.03 0.013
H -2.28197 0.48559 5.61375 -0.02 0.00 0.00 0.000
H -0.67584 -0.20433 7.35914 0.00 0.00 0.01 0.000
H 1.55186 -1.05721 6.71876 0.01 -0.01 0.01 0.000
H 2.17359 -1.23727 4.35335 0.03 -0.01 -0.02 0.000
H 3.05051 0.79095 3.06667 -0.01 -0.03 0.04 0.000
H 5.24343 1.53814 2.25186 0.00 0.00 0.02 0.000
H 5.92283 1.10278 -0.08007 0.02 0.01 -0.01 0.000
H 4.39200 -0.10176 -1.60575 0.00 -0.01 -0.02 0.000
H 2.19560 -0.86797 -0.79340 0.02 -0.01 0.04 0.001

92
Properties=species:S:1:pos:R:3:forces:R:3:mulliken_charge:R:1 method="wB97M-V/def2-TZVPD" mol_weight_g_mol=855.0 largest_force_ha_per_bohr=0.0052 lumo_energy_ev=-0.052 gap_ev=7.91 homo_energy_ev=-7.96
Cd -0.08754 -1.44065 -2.61541 0.04 -0.15 0.00 1.774
C 8.40246 -1.96153 8.73165 0.00 0.00 -0.02 -0.837
O 8.81609 -2.10416 7.38399 -0.02 0.00 -0.01 -0.461
C 7.85939 -2.04970 6.42377 0.07 0.00 0.06 0.990
C 6.50378 -1.86170 6.67391 -0.02 0.00 -0.07 -0.396
C 5.61157 -1.82387 5.61193 0.01 0.00 0.08 -0.860
C 6.04580 -1.96960 4.30185 -0.09 0.01 -0.08 0.332
C 7.40896 -2.15626 4.06912 0.06 0.00 -0.01 -0.422
C 8.30934 -2.19659 5.11231 -0.07 0.01 0.00 -0.816
C 5.05980 -1.92164 3.21472 0.15 0.02 0.11 0.221
N 3.76795 -1.75863 3.37327 0.02 -0.02 -0.14 -0.829
C 3.24918 -1.77524 2.10004 -0.20 0.00 0.15 1.026
C 4.23550 -1.94934 1.16891 0.18 -0.01 -0.16 -0.092
N 5.40252 -2.04061 1.89391 -0.15 0.00 -0.02 -0.106
C 3.99115 -2.01091 -0.23970 0.06 -0.01 0.12 0.468
C 4.96948 -2.19953 -1.22337 0.03 0.00 -0.02 -0.792
C 4.59722 -2.24928 -2.54269 -0.05 0.00 -0.03 -0.799
C 3.24349 -2.10030 -2.86243 0.06 -0.01 0.02 -0.537
N 2.31405 -1.91396 -1.94859 -0.05 -0.04 -0.02 0.273
C 2.65455 -1.87599 -0.65248 -0.17 0.03 0.04 0.192
C 1.57867 -1.69703 0.33298 0.08 -0.03 -0.17 -0.291
N 0.31884 -1.59227 -0.12428 -0.02 0.03 -0.03 0.074
C -0.66023 -1.43259 0.74026 -0.01 0.00 0.06 -0.477
C -0.45874 -1.37219 2.12419 -0.02 0.00 -0.06 -0.886
C 0.81993 -1.48104 2.60710 0.01 0.00 0.02 -0.849
C 1.87438 -1.64738 1.70147 0.06 0.01 0.10 0.318
H 9.30383 -2.03492 9.33270 0.00 0.00 0.00 0.240
H 7.70944 -2.75639 9.01764 0.00 0.00 0.01 0.338
H 7.93311 -0.98911 8.89925 0.00 0.00 0.01 0.339
H 6.13140 -1.74390 7.68030 0.00 0.00 0.01 0.391
H 4.55603 -1.67866 5.79702 0.00 0.00 -0.01 0.466
H 7.79423 -2.27406 3.06328 -0.01 0.00 -0.01 0.257
H 9.36642 -2.34077 4.93728 0.01 0.00 0.00 0.417
H 6.32945 -2.16986 1.53306 0.01 0.00 -0.01 0.172
H 6.01139 -2.30968 -0.94695 0.00 0.00 0.01 0.392
H 5.32364 -2.40237 -3.32811 0.01 0.00 0.00 0.430
H 2.90291 -2.14570 -3.89027 -0.01 0.00 0.00 0.436
H -1.65935 -1.34644 0.32623 0.00 0.00 -0.01 0.449
H -1.30356 -1.24182 2.78583 0.00 0.00 0.00 0.440
H 1.03554 -1.44295 3.66674 0.01 0.00 0.00 0.564
C -0.86924 6.47240 0.22764 -0.01 0.00 0.03 -1.591
C 0.04945 6.51518 -1.00103 0.01 -0.02 -0.02 2.276
C 1.50765 6.60781 -0.53108 0.02 0.00 0.02 -1.604
C -0.27484 7.77936 -1.79537 -0.01 0.05 -0.02 -2.175
C -0.14361 5.24129 -1.82668 0.01 -0.01 0.03 0.279
C -0.58498 5.26832 -3.14869 0.00 -0.06 -0.02 -0.269
C -0.76781 4.10483 -3.90404 0.02 0.09 0.06 -1.759
C -0.49109 2.91326 -3.28436 -0.05 -0.09 -0.16 0.963
O -0.58363 1.63218 -3.77690 0.00 0.06 0.07 -0.450
B -0.18325 0.77685 -2.73690 0.01 -0.02 0.05 -0.348
O 0.14508 1.55999 -1.60932 -0.02 0.05 -0.13 -0.361
C -0.05126 2.86820 -1.97543 0.06 -0.06 0.15 0.289
C 0.13163 4.00306 -1.22550 -0.03 0.07 -0.05 -0.919
H -0.73439 7.37433 0.82920 -0.01 0.00 0.00 0.438
H -0.65188 5.61220 0.86196 0.01 0.00 0.00 0.324
H -1.91784 6.41122 -0.06918 0.01 0.01 -0.02 0.366
H 1.65262 7.51285 0.06342 0.01 0.00 0.00 0.446
H 2.19180 6.64142 -1.38079 -0.02 0.01 -0.02 0.368
H 1.78692 5.75436 0.08767 -0.01 0.00 0.00 0.318
H -0.11784 8.65355 -1.16070 0.00 0.00 0.00 0.433
H -1.31367 7.79577 -2.12996 -0.01 -0.02 0.02 0.431
H 0.36693 7.88590 -2.67178 0.02 -0.01 0.01 0.435
H -0.79758 6.21530 -3.62246 0.00 0.01 0.00 0.436
H -1.10938 4.14368 -4.92924 0.00 0.00 -0.01 0.445
H 0.47574 3.92811 -0.20255 0.00 0.00 0.00 0.482
N -7.74443 -1.06421 -2.70648 -0.14 -0.09 -0.03 0.017
C -9.02590 -1.47964 -2.39975 0.06 0.18 -0.06 0.679
C -10.27928 -0.92411 -2.64057 0.02 -0.03 0.02 -1.036
C -11.36661 -1.63096 -2.16820 -0.03 -0.02 0.02 -0.402
C -11.21410 -2.84791 -1.48021 0.01 0.05 -0.03 -0.493
C -9.96691 -3.38806 -1.24774 0.00 0.01 0.00 -0.718
C -8.85607 -2.68735 -1.71814 0.09 -0.16 0.13 0.589
N -7.50809 -2.99827 -1.61682 -0.14 0.03 -0.16 -0.662
C -6.89289 -2.02422 -2.22622 0.23 0.07 0.12 0.076
C -5.42966 -1.93514 -2.36932 -0.17 -0.06 0.06 0.933
C -4.79356 -0.81468 -2.88709 0.06 0.04 -0.03 -0.691
C -3.41139 -0.81156 -2.97363 0.00 0.00 -0.01 -0.652
N -2.65741 -1.83708 -2.58771 0.00 0.01 0.11 -0.122
C -3.26982 -2.91720 -2.09440 0.00 0.02 -0.02 -0.475
C -4.64404 -3.00830 -1.96443 0.08 -0.01 -0.02 -0.693
H -7.48901 -0.24036 -3.21872 0.00 -0.01 -0.02 0.173
H -10.40212 0.01219 -3.16848 0.01 0.01 0.00 0.377
H -12.36173 -1.23795 -2.32971 0.00 -0.01 0.00 0.374
H -12.09573 -3.36586 -1.12724 -0.01 0.00 -0.01 0.379
H -9.83929 -4.32330 -0.71983 0.00 0.00 0.00 0.433
H -5.33656 0.06235 -3.21405 -0.01 -0.01 0.00 0.277
H -2.88190 0.05033 -3.36636 0.00 0.00 0.00 0.468
H -2.61859 -3.73169 -1.80295 0.00 -0.01 0.00 0.483
H -5.10678 -3.89542 -1.55752 -0.03 0.01 0.00 0.486
O -0.30839 -3.82018 -2.24971 0.01 0.05 0.00 -0.361
N 0.11296 -4.15847 -3.37120 0.01 -0.03 0.02 0.202
O 0.40969 -3.19574 -4.11189 0.02 0.11 -0.03 -0.439

Number 1: DFT total energy -130430.690 eV. Number 2: DFT total energy -112423.353 eV. Number 3: DFT total energy -71524.300 eV.